# C22H35BN4O11Pb

A structure of composition C22H35BN4O11Pb at a distorted geometry (ωB97M-V with the def2-TZVPD basis set, OMol25).

Geometry as XYZ:
```
74
Properties=species:S:1:pos:R:3:mulliken_charge:R:1
Pb -1.61 -1.73 -0.95 1.162
O 7.58 -0.88 1.69 -0.623
C 6.61 -0.90 0.99 0.579
O 5.44 -1.44 1.27 -0.467
B 4.61 -1.47 0.06 0.946
O 5.42 -0.84 -1.01 -0.540
C 6.56 -0.42 -0.50 0.608
O 7.51 -0.04 -1.13 -0.619
O 3.25 -0.94 0.21 -0.513
C 2.38 -1.78 -0.35 0.457
O 1.23 -1.53 -0.57 -0.125
C 3.11 -3.10 -0.68 0.355
O 4.40 -2.89 -0.38 -0.642
O 2.64 -4.09 -1.13 -0.539
O -3.71 -2.87 -1.37 -0.845
H -4.15 -2.25 -0.78 0.120
C -0.54 -4.08 1.43 -0.484
O -1.06 -4.01 0.19 -0.794
H -0.99 -3.38 2.19 -0.045
H -0.80 -5.06 1.91 0.383
H 0.58 -4.06 1.52 0.100
C 0.14 -2.40 -3.62 -0.012
O -0.83 -3.09 -2.94 -0.791
H 0.23 -1.31 -3.32 -0.296
H 1.16 -2.81 -3.47 0.148
H -0.04 -2.36 -4.72 0.219
C -0.33 0.76 -6.15 -1.119
C -0.65 1.41 -4.80 0.025
C -2.16 1.29 -4.47 -0.682
C -2.53 -0.03 -3.95 0.304
N -2.84 -1.04 -3.50 -0.299
H 0.49 1.28 -6.64 0.351
H -1.19 0.71 -6.81 0.274
H 0.07 -0.25 -6.00 0.232
H -0.44 2.48 -4.89 0.347
H -0.14 0.96 -3.95 -0.047
H -2.74 1.42 -5.39 0.458
H -2.41 1.99 -3.67 0.253
C 2.03 0.65 3.49 -1.073
C 1.85 -0.81 3.85 -0.273
C 0.40 -1.28 3.82 -0.487
C -0.36 -1.00 2.61 -0.291
N -0.98 -0.78 1.68 0.071
H 3.08 0.88 3.69 0.468
H 1.48 1.33 4.15 0.363
H 1.86 0.91 2.45 0.118
H 2.34 -1.09 4.79 0.420
H 2.46 -1.42 3.17 0.061
H -0.11 -0.93 4.72 0.327
H 0.38 -2.38 3.84 0.326
C -3.41 1.63 2.87 -0.623
C -4.84 1.24 2.56 -0.608
C -5.24 1.23 1.08 -0.464
C -4.27 0.63 0.17 0.094
N -3.51 0.17 -0.55 -0.130
H -3.29 2.65 2.47 0.228
H -2.68 0.97 2.42 -0.111
H -3.23 1.84 3.93 0.455
H -5.58 1.88 3.06 0.310
H -5.11 0.25 2.94 0.353
H -5.38 2.26 0.75 0.266
H -6.14 0.63 0.96 0.265
C 0.70 4.32 2.08 -1.574
C -0.09 3.32 1.24 0.135
C 0.62 2.86 -0.01 -0.535
C -0.06 1.72 -0.64 -0.084
N -0.61 0.85 -1.13 -0.031
H 0.72 5.32 1.63 0.410
H 1.72 3.96 2.26 0.312
H 0.16 4.57 3.00 0.388
H -1.11 3.65 1.04 0.465
H -0.27 2.49 1.94 -0.061
H 1.68 2.60 0.09 0.294
H 0.53 3.66 -0.75 0.376
```

Lowest unoccupied orbital energy   3.619 eV
Strongest force on any atom   5.49 eV Å⁻¹
Charge   -2
Electronic energy   -57790.69317 eV